[1]
Formula: C19H22O3
Source: the Open Molecules 2025 dataset
Level of theory: wB97M-V/def2-TZVPD

Values from the calculation:
- HOMO-LUMO gap: 7.876 eV
- E_HOMO: -8.30 eV
- Structure (SMILES): CC(C)=CCC/C(C)=C\COc1ccc2ccc(=O)oc2c1
- ΔE to the lowest compared entry with this formula, charge and spin: 13.851 eV
- E_tot: -26187.969 eV
- LUMO: -0.4 eV
- Spin multiplicity: 1

Geometry as XYZ:
```
44
Properties=species:S:1:pos:R:3:forces:R:3:lowdin_charge:R:1
C -5.4143 -0.3379 -1.5409 -13.982 6.681 10.119 -0.08
C -4.6614 -0.0143 -0.3202 -4.160 2.021 3.195 -0.23
C -3.3798 -0.1901 -0.1044 -0.712 -2.885 -3.853 -0.10
C -2.7622 -0.0219 1.1775 -1.588 -8.156 1.260 -0.31
H -3.1649 0.7630 1.4870 -3.084 6.897 3.469 0.04
H -3.0779 -0.8725 1.9788 0.109 1.463 -1.764 0.18
C -1.3922 0.0134 1.1600 7.912 5.838 -4.953 -0.19
C -0.7149 -1.0747 0.2721 -1.629 0.213 5.475 -0.29
C -0.1452 -1.0899 -0.8862 1.576 -3.522 -0.236 -0.08
C 0.1194 0.0225 -1.7152 -6.747 0.093 -2.178 -0.34
H 0.5863 -0.0251 -2.5802 1.868 -2.500 -4.842 0.08
H -0.9965 0.5552 -2.1273 2.553 -1.637 1.199 0.21
O 0.7285 1.0126 -1.2085 3.938 10.058 6.139 -0.06
C 2.0077 1.1905 -0.6557 -0.119 -6.395 -4.238 -0.11
C 2.7813 -0.0332 -0.9678 1.173 4.436 4.458 0.14
C 4.0384 -0.0145 -0.2686 0.769 -3.862 -3.864 -0.14
C 4.6775 1.0073 0.2578 -6.843 7.920 2.045 -0.20
C 3.7739 2.2360 0.4285 4.186 -1.814 -0.703 0.00
C 2.6190 2.3672 -0.1538 -6.857 -0.118 0.039 -0.04
H 1.8383 3.1636 0.1304 1.712 -0.667 -0.878 0.16
H 4.1649 3.1754 0.7177 0.963 0.474 1.093 0.11
C 5.8858 1.2161 0.7877 8.503 -2.574 -0.352 -0.02
C 6.7226 0.1129 0.5103 -0.150 -1.354 2.520 0.05
C 6.0948 -1.1337 0.0066 3.944 -1.768 -5.565 -0.45
O 6.7384 -2.0515 -0.6011 0.132 1.604 3.669 0.02
O 4.9305 -1.0781 -0.5746 -5.176 1.075 0.982 0.11
H 7.7695 -0.2696 0.7565 -1.154 1.858 -0.127 0.14
H 6.4699 2.1605 1.0631 -1.845 -1.142 -0.186 0.16
H 2.3560 -0.9656 -1.1747 -0.562 -0.972 -0.755 0.09
H 0.3506 -2.0857 -1.0873 -0.707 1.073 -0.291 0.15
C -0.7967 -2.2328 1.1663 -2.095 -5.994 -4.497 -0.08
H -0.5454 -2.1735 2.1201 1.054 1.355 4.369 0.02
H -0.1495 -3.0956 0.8369 -0.383 0.672 -0.128 0.09
H -1.8608 -2.8233 1.2009 2.057 1.809 -0.287 0.15
H -1.1424 0.9363 0.3605 -0.813 -1.341 1.825 0.16
H -0.7879 0.5318 1.9992 -0.955 -1.963 -0.755 0.16
H -2.9214 -0.7666 -1.0102 -0.046 1.175 1.845 0.16
C -5.7037 0.6768 0.9672 -0.806 -0.011 -6.336 -0.01
H -5.3541 1.6993 0.9568 0.380 0.108 1.212 0.03
H -6.8339 0.8746 0.4213 3.060 -1.272 1.848 0.12
H -5.6431 0.0052 1.7861 -0.242 0.074 0.975 0.02
H -4.8970 -0.7254 -2.0723 11.431 -8.258 -12.299 -0.11
H -5.9624 0.5220 -2.0580 0.966 -0.839 0.885 0.11
H -6.3456 -1.1666 -1.4423 2.369 2.147 0.461 0.16
```
Positions in Å, forces in eV/Å.

=====

[2]
Formula: C19H23BIIrN3O4S
Source: the Open Molecules 2025 dataset
Level of theory: wB97M-V/def2-TZVPD

Values from the calculation:
- HOMO-LUMO gap: 7.581 eV
- E_HOMO: -11.79 eV
- ΔE to the lowest compared entry with this formula, charge and spin: 0.397 eV
- E_tot: -55180.896 eV
- LUMO: -4.2 eV
- Total charge: +1
- Spin multiplicity: 1

Geometry as XYZ:
```
53
Properties=species:S:1:pos:R:3:forces:R:3:lowdin_charge:R:1
Ir -0.2163 -0.0442 0.4559 0.177 1.017 0.961 1.27
C 3.3548 -3.1318 1.1368 0.037 -0.039 0.033 -0.03
C 2.1390 -2.4535 1.7007 -0.020 -0.031 -0.010 -0.27
C 0.8854 -2.7142 1.2126 -0.066 -0.114 -0.103 -0.04
C -0.2772 -2.0895 1.7411 0.099 -0.339 -0.071 -0.37
C -1.6199 -2.7192 1.4787 0.001 -0.014 -0.021 -0.04
C -0.0958 -1.1179 2.7360 0.028 0.035 -0.255 -0.09
C 1.1867 -0.8638 3.2839 0.218 -0.097 -0.049 -0.30
C 1.3372 0.1208 4.4086 -0.007 0.045 0.007 -0.03
C 2.2681 -1.5473 2.7738 -0.230 0.193 0.190 -0.05
H 3.6428 -3.9809 1.7596 -0.004 0.005 0.010 0.10
H 4.2084 -2.4538 1.1076 -0.003 0.007 -0.010 0.08
H 3.1725 -3.5044 0.1304 -0.016 -0.005 0.003 0.08
H 0.7486 -3.4275 0.4078 0.050 -0.022 0.028 0.13
H -1.6873 -3.6341 2.0700 0.033 -0.018 -0.010 0.10
H -1.7346 -2.9868 0.4285 -0.004 0.003 0.004 0.09
H -2.4410 -2.0675 1.7601 -0.003 -0.045 0.053 0.07
H -0.9699 -0.6810 3.2048 0.002 0.016 -0.022 0.13
H 1.6003 -0.3860 5.3380 0.007 -0.005 -0.006 0.10
H 0.4114 0.6687 4.5805 0.000 -0.006 -0.001 0.08
H 2.1300 0.8416 4.1980 0.013 -0.008 -0.002 0.08
H 3.2543 -1.3678 3.1898 -0.004 0.014 0.016 0.13
B -4.7178 0.7263 -0.1096 0.114 -0.062 0.168 -0.37
C -3.2572 0.2406 0.1507 -0.115 -0.069 -0.030 -0.14
N -2.1813 -0.1365 0.3577 0.550 0.008 -0.207 -0.01
H -4.6945 1.2108 -1.2140 -0.057 0.003 -0.020 0.02
H -4.9382 1.5251 0.7712 -0.010 0.083 -0.015 0.01
H -5.4150 -0.2518 -0.0057 -0.042 -0.026 -0.076 0.02
O 0.0587 -1.2464 -1.2286 0.018 0.248 0.168 -0.06
C -0.0076 -0.2351 -1.9980 -0.261 0.204 0.025 -0.48
N -0.2376 0.9077 -1.3556 0.046 -0.492 -0.233 -0.21
S -0.3560 2.2186 -2.3850 -0.160 -0.001 -0.057 0.68
O 0.7381 3.1047 -2.1072 0.000 0.068 0.013 -0.30
O -1.6894 2.7164 -2.3820 0.183 0.026 -0.014 -0.23
C -0.0134 1.2146 -3.8102 -0.065 0.042 0.065 -0.19
C 0.0759 1.6391 -5.1150 0.001 -0.047 -0.034 0.00
C 0.3297 0.6620 -6.0762 0.000 0.019 0.019 -0.03
C 0.4797 -0.6752 -5.7265 0.001 -0.016 -0.022 -0.03
C 0.3844 -1.0874 -4.4025 -0.004 -0.005 0.014 0.03
C 0.1372 -0.1196 -3.4473 0.003 0.030 -0.087 -0.12
H -0.0475 2.6782 -5.3869 -0.008 0.002 0.005 0.13
H 0.4077 0.9505 -7.1155 -0.003 0.004 0.000 0.12
H 0.6705 -1.4061 -6.5000 -0.001 -0.003 0.003 0.12
H 0.4949 -2.1269 -4.1263 0.003 -0.002 0.006 0.13
N -0.7727 3.6269 2.3295 0.019 -0.072 -0.034 0.24
C -0.1268 2.6242 1.7614 0.318 -0.125 0.012 -0.55
O -0.5353 1.4538 1.9165 -0.283 -0.138 -0.535 -0.16
C 1.1136 2.9650 0.9723 0.023 0.192 0.049 -0.46
I 2.3595 1.2754 0.6151 -0.606 -0.432 0.098 1.21
H -1.6699 3.4472 2.7585 0.012 0.005 0.024 0.15
H -0.4517 4.5778 2.2549 -0.010 0.007 -0.007 0.14
H 1.7087 3.6995 1.5119 0.029 -0.023 -0.040 0.07
H 0.8558 3.3608 -0.0109 -0.003 -0.020 -0.005 0.04
```
Positions in Å, forces in eV/Å.

=====

[3]
Formula: C19H23BrF3IrN3O10PS
Source: the Open Molecules 2025 dataset
Level of theory: wB97M-V/def2-TZVPD

Values from the calculation:
- HOMO-LUMO gap (spin up / spin down): 5.235 / 5.393 eV
- E_HOMO (spin up / spin down): -10.55 / -12.47 eV
- ΔE to the lowest compared entry with this formula, charge and spin: 0.000 eV
- ⟨S²⟩: 8.793
- E_tot: -146164.287 eV
- LUMO (spin up / spin down): -5.3 / -7.1 eV
- Total charge: +1
- Spin multiplicity: 6

Geometry as XYZ:
```
62
Properties=species:S:1:pos:R:3:forces:R:3:lowdin_spin:R:1
Ir -0.6475 0.8877 -0.1357 0.212 2.554 -1.194 2.19
O -1.9515 1.1441 1.3206 -2.243 -0.296 1.839 0.52
N -2.6541 0.1471 1.7595 -0.850 1.399 2.322 0.53
N -2.4807 -0.9591 1.0019 0.817 0.000 -2.093 0.33
O -1.9503 -0.6649 -0.1769 -0.489 -2.027 0.287 0.18
C -2.6572 -2.2104 1.5587 1.143 -0.538 0.710 0.07
C -2.0131 -3.3307 1.0171 0.916 -0.881 -1.668 0.11
C -1.6991 -4.4945 1.7354 0.079 1.075 -0.874 0.00
C -2.0207 -4.5223 3.0682 -0.169 0.363 1.138 0.13
C -2.7570 -3.4755 3.6494 -0.393 0.255 -0.431 -0.01
C -3.1228 -2.3671 2.8814 -0.756 0.837 1.946 0.10
H -1.6715 -3.2301 -0.0117 0.086 -0.117 0.134 0.00
H -1.0833 -5.3059 1.3322 -0.463 0.491 -0.249 0.00
H -1.6396 -5.3145 3.6957 -0.193 -0.174 0.038 0.01
H -3.0384 -3.5425 4.7139 0.068 0.191 -0.783 0.00
H -3.7271 -1.5793 3.3801 0.620 -0.520 -0.579 0.00
Br -3.9636 0.7516 -2.4393 0.080 -0.272 0.550 0.00
C -2.8074 2.2092 -2.3235 1.231 1.153 0.152 0.01
C -2.8541 3.0927 -3.4110 0.217 0.119 0.408 0.00
C -2.0667 4.2533 -3.4049 -1.036 -0.246 -1.818 0.00
C -1.1681 4.4459 -2.3925 0.439 0.273 1.779 0.00
C -1.2136 3.5724 -1.3097 0.159 -1.383 -0.485 0.01
N -1.9525 2.4258 -1.2687 -1.003 1.168 -1.489 0.09
C -0.2420 3.7833 -0.1515 -1.027 1.562 -0.977 0.01
O 0.1638 4.8812 0.0981 0.294 0.127 -0.044 0.03
O 0.0413 2.7360 0.5549 0.074 -3.081 -0.228 0.17
H -3.4616 2.8445 -4.2880 0.058 0.206 0.590 0.00
H -2.2337 4.9360 -4.2773 0.678 -0.561 0.994 0.00
H -0.4081 5.2216 -2.2584 -0.624 0.100 -0.526 0.00
C 4.0107 2.2401 -0.4889 -0.366 -2.315 -0.763 0.00
C 3.3505 0.8130 -0.3860 -1.145 1.250 -1.780 0.01
O 2.6680 0.5126 0.8391 -1.546 0.174 0.564 0.05
P 1.1359 -0.0402 0.8422 4.587 -2.632 2.894 0.11
O 1.0067 -0.3164 2.4233 -0.348 -0.110 -0.999 0.02
C 0.8719 0.7604 3.3794 0.598 1.097 0.264 0.00
C 2.2277 1.1610 4.0243 -1.293 -0.269 0.263 0.00
O 1.1740 -1.4953 0.1911 -0.582 1.429 0.784 0.03
C 1.9096 -2.6993 0.5984 -0.022 0.235 -0.455 0.01
C 2.0858 -3.3994 -0.7063 -0.406 0.609 -0.969 0.00
H 4.6863 2.1428 -1.3613 -0.188 0.264 0.521 0.00
H 4.5627 2.4688 0.3939 0.446 0.283 0.572 0.00
H 3.2799 2.9958 -0.7237 -0.296 0.250 0.156 0.00
H 4.0217 -0.0121 -0.5508 0.574 -0.055 -0.046 0.00
H 2.5790 0.7674 -1.2061 0.894 -0.017 0.494 0.00
H 0.1671 0.4369 4.1358 0.043 -0.397 0.139 0.00
H 0.3706 1.6164 2.9108 0.338 -0.037 -0.186 0.00
H 2.4952 0.4169 4.7616 0.062 -0.242 0.241 0.00
H 2.0843 2.1093 4.5632 0.152 -0.217 -0.307 0.00
H 3.0510 1.2109 3.3348 0.073 0.306 -0.507 0.00
H 1.2739 -3.2678 1.2673 -0.004 0.180 0.396 0.00
H 2.8710 -2.4246 1.0401 -0.310 0.041 0.236 0.00
H 1.1452 -3.3283 -1.2894 0.526 -0.257 0.381 0.00
H 2.3820 -4.4170 -0.6066 0.284 -0.827 0.185 0.00
H 2.8307 -2.8548 -1.2831 0.051 -0.161 -0.182 0.00
F -1.7189 -0.9912 -3.9207 0.883 0.194 -1.280 0.00
C -0.6957 -0.2609 -4.4558 1.291 -0.944 0.920 0.01
F -1.1926 0.9196 -4.8088 0.277 -0.275 -0.214 0.00
F -0.0976 -0.8823 -5.5151 -1.346 0.771 1.187 0.00
S 0.6016 -0.1534 -3.0195 -0.384 -0.262 -4.607 0.02
O -0.4369 0.2261 -2.0471 -1.023 0.359 1.398 0.20
O 1.0625 -1.4935 -2.9222 0.300 -0.206 0.683 0.01
O 1.5165 0.9027 -3.3318 -0.050 0.003 0.568 0.01
```
Positions in Å, forces in eV/Å.

=====

[4]
Formula: C19H23CaF5NP
Source: the Open Molecules 2025 dataset
Level of theory: wB97M-V/def2-TZVPD

Values from the calculation:
- HOMO-LUMO gap (spin up / spin down): 5.419 / 5.381 eV
- E_HOMO (spin up / spin down): -8.24 / -8.22 eV
- ΔE to the lowest compared entry with this formula, charge and spin: 3.148 eV
- E_tot: -62874.016 eV
- LUMO (spin up / spin down): -2.8 / -2.8 eV
- Spin multiplicity: 1

Geometry as XYZ:
```
50
Properties=species:S:1:pos:R:3:forces:R:3:lowdin_charge:R:1
C 1.4040 -2.5385 -3.3099 -0.278 -0.453 0.015 -0.09
C 1.5523 -1.1533 -3.2169 -0.058 -0.182 0.903 -0.05
C 1.1192 -0.4842 -2.0471 -0.241 0.453 -0.380 -0.25
C 0.4910 -1.2030 -1.0109 -0.778 -0.775 0.411 -0.08
C 0.3686 -2.5955 -1.1272 0.013 -0.323 -0.421 -0.35
C 0.8215 -3.2761 -2.2774 -0.038 0.498 0.753 -0.06
C 1.3496 1.0317 -1.9525 0.262 -0.778 0.247 -0.14
C 0.1273 1.9448 -1.8450 -1.015 -0.167 0.177 -0.18
N -1.0089 1.3949 -1.0348 0.851 -0.238 0.552 -0.35
Ca -0.1209 0.2557 1.2254 1.680 1.589 -1.049 0.94
C -0.3133 -3.3545 0.0050 0.092 0.575 1.027 -0.30
P -1.4552 -2.0862 0.8422 1.953 -3.363 -1.417 0.74
H 2.0461 -0.6028 -4.0249 -0.248 -0.138 0.318 0.11
H 0.7168 -4.3666 -2.2811 0.118 0.389 -0.394 0.11
H 1.7093 -3.0755 -4.2038 0.097 0.197 0.045 0.10
H 0.4205 -3.5531 0.8439 -0.664 -0.633 -1.172 0.10
H -0.9166 -4.2201 -0.3473 0.796 0.311 0.436 0.09
H 2.0035 1.2196 -1.0813 -0.244 -0.072 -0.369 0.10
H 1.9068 1.3088 -2.8522 0.038 0.224 0.204 0.11
H 0.4546 2.8703 -1.3413 -0.215 -0.256 -0.529 0.11
C -2.2725 -2.9170 2.2066 0.414 0.706 0.105 -0.27
C -2.8058 -2.5220 -0.4444 -0.746 1.734 -0.772 -0.20
H -0.2814 2.1437 -2.8581 0.310 0.274 0.362 0.12
C -1.9452 0.6079 -1.8546 0.368 0.569 0.241 -0.09
C -1.7192 2.4392 -0.2810 0.017 -0.044 -0.714 -0.13
H -0.1863 -1.8824 1.7541 -1.297 1.002 -0.589 0.01
H -2.4190 1.2907 -2.5829 -0.065 -0.305 -0.016 0.09
H -1.3989 -0.1925 -2.3725 -0.340 0.285 0.156 0.08
H -2.7199 0.1891 -1.1981 0.168 0.023 -0.236 0.07
H -2.2789 3.0811 -0.9942 0.180 0.114 0.496 0.10
H -2.4284 1.9489 0.3942 0.033 0.222 -0.030 0.05
H -0.9893 3.0234 0.3072 -0.413 -0.116 -0.267 0.09
H -3.0367 -3.5844 -0.3117 0.323 0.241 0.390 0.05
H -3.7176 -1.9361 -0.3006 0.044 -0.073 0.204 0.04
H -2.5236 -2.3644 -1.4931 0.407 0.064 0.423 0.05
H -2.6483 -3.8684 1.8545 -0.243 -0.157 0.325 0.05
H -1.4695 -2.9842 2.9383 -0.411 -0.408 0.419 0.05
H -3.0329 -2.2120 2.5489 -0.133 -0.437 0.235 0.05
H -1.8327 0.4234 2.2190 -1.070 -0.856 -0.193 -0.10
F 2.3777 3.3742 0.0477 -0.114 -0.136 0.193 0.04
C 2.3052 3.0049 1.3543 0.756 0.730 1.747 -0.25
C 1.5534 1.9387 1.7941 0.203 0.274 -0.684 -0.11
C 1.5861 1.6921 3.1358 0.979 0.968 0.535 -0.26
F 0.8755 0.5640 3.5773 0.304 0.499 0.160 -0.07
C 2.3152 2.4801 4.0540 -0.696 -1.012 0.605 -0.14
F 2.3065 2.2407 5.3837 -0.097 -0.166 -0.293 0.09
C 3.0737 3.5522 3.6138 -0.507 -0.505 -0.199 -0.15
F 3.7771 4.3182 4.4596 -0.279 -0.336 -0.278 0.12
C 3.0592 3.8006 2.2613 -0.121 0.052 -1.532 -0.14
F 3.8004 4.8344 1.8242 -0.097 -0.065 -0.151 0.09
```
Positions in Å, forces in eV/Å.